The following is a DFT calculation (wB97M-V/def2-TZVPD) of a cluster of 2 separate species, C45H50N3OSi in total.

Geometry (Å):
C -0.7394 -6.5207 -3.1213
N -1.0525 -5.2100 -2.6096
C -1.7716 -5.0479 -1.4563
O -2.1446 -5.9492 -0.7103
C -1.9962 -3.5458 -1.2677
C -1.6153 -2.9911 0.1143
C -2.2067 -3.7041 1.3076
C -1.3706 -4.1294 2.3472
C -1.9028 -4.8559 3.4148
C -3.2821 -5.0865 3.4891
C -4.1227 -4.5925 2.4835
C -3.5882 -3.8848 1.4014
N -1.1624 -2.9816 -2.3401
C -1.1244 -1.6515 -2.5688
C -0.1965 -1.0323 -3.4222
C 0.4306 0.2208 -3.3963
C 0.6061 0.9164 -4.6668
C 0.1337 2.2429 -4.8543
C -0.1653 2.7161 -6.1232
C 0.1060 1.9532 -7.2623
C -0.3102 2.4568 -8.6031
C 0.7883 0.7384 -7.1042
C 1.0692 0.2408 -5.8355
C -0.6786 -3.9805 -3.2952
C 0.8419 -3.9198 -3.4945
C -1.4065 -3.8699 -4.6461
H -1.0494 -7.2702 -2.3897
H -1.2599 -6.7065 -4.0682
H 0.3341 -6.6101 -3.3092
H -3.0731 -3.3348 -1.4581
H -0.5189 -3.0316 0.1901
H -1.9156 -1.9289 0.1421
H -0.2983 -3.9252 2.2866
H -1.2432 -5.2418 4.1917
H -3.7037 -5.6470 4.3261
H -5.1999 -4.7520 2.5267
H -4.2228 -3.4863 0.6060
H -1.9646 -1.1151 -2.1150
H -0.0212 -1.5882 -4.3468
H 0.7409 0.7214 -2.4839
H -0.0634 2.8620 -3.9821
H -0.6535 3.6803 -6.2525
H -0.0364 1.7574 -9.3944
H -1.3908 2.6044 -8.6540
H 0.1531 3.4266 -8.8081
H 1.0687 0.1598 -7.9903
H 1.6380 -0.6899 -5.7293
H 1.3497 -4.0263 -2.5258
H 1.1380 -4.7466 -4.1504
H 1.1597 -2.9835 -3.9589
H -2.3920 -4.3493 -4.5804
H -1.5584 -2.8277 -4.9389
H -0.8084 -4.3677 -5.4171
C 0.6243 7.0777 3.0736
C -0.1508 6.4015 4.0219
C -0.1361 5.0046 4.0767
C 0.6590 4.2803 3.1763
Si 0.8885 2.4552 3.3531
C 0.3136 1.8087 4.9849
C -0.6167 0.7616 5.0810
C -1.0234 0.3040 6.3381
C -0.5245 0.9048 7.4998
C 0.3712 1.9764 7.4017
C 0.7853 2.4346 6.1472
C -0.0615 1.5105 2.0944
C -1.0236 2.1447 1.3092
C -1.2954 1.6061 0.0494
C -0.6290 0.4537 -0.3592
C 0.2037 -0.2648 0.4987
C 0.4093 0.2214 1.7898
C 2.6710 2.0137 2.8151
C 3.8353 2.8055 3.4716
C 4.6859 3.3208 2.2969
C 4.1078 2.6859 1.0181
N 2.8021 2.1670 1.3846
C 1.3054 4.9521 2.1292
C 1.3451 6.3506 2.1186
H 0.6486 8.1687 3.0630
H -0.7605 6.9625 4.7305
H -0.7314 4.4732 4.8215
H -1.0202 0.3066 4.1739
H -1.7263 -0.5270 6.4060
H -0.8468 0.5480 8.4801
H 0.7542 2.4591 8.3000
H 1.4757 3.2781 6.0676
H -1.5074 3.0633 1.6500
H -1.9843 2.0990 -0.6357
H -0.7549 0.1222 -1.3787
H 0.7080 -1.1760 0.1680
H 0.9842 -0.3692 2.5107
H 2.7069 0.9515 3.1450
H 3.4687 3.6158 4.1143
H 4.4160 2.1169 4.0931
H 4.6406 4.4135 2.2514
H 5.7278 3.0176 2.3991
H 4.0107 3.4193 0.2085
H 4.7617 1.8720 0.6677
H 2.4012 1.4484 0.7959
H 1.7892 4.3773 1.3335
H 1.9441 6.8675 1.3675

Summary:
Charge: +1
HOMO level: -9.55 eV
2S+1: 1


The following is a DFT calculation (wB97M-V/def2-TZVPD) of a structure of composition C28H20BrIrO4PS.

Geometry (Å):
Ir -1.2900 -0.3771 0.0291
C 6.0642 0.3572 -2.5901
C 5.3538 1.3873 -1.9484
C 3.9999 1.3091 -1.7450
C 3.2530 0.1754 -2.2166
C 3.9971 -0.8885 -2.8318
C 5.3535 -0.7781 -3.0111
P 1.6447 -0.0999 -1.6881
C 1.5657 -0.8611 -0.0484
C 1.7276 -2.2452 0.1068
C 2.0157 -2.7767 1.3530
C 2.1641 -1.9477 2.4582
C 2.0178 -0.5719 2.3132
C 1.7240 -0.0302 1.0745
C 0.6500 1.3775 -1.6317
C 1.0365 2.4875 -2.3897
C 0.2662 3.6342 -2.3702
C -0.9019 3.6555 -1.6154
C -1.3107 2.5295 -0.9188
C -0.5560 1.3492 -0.9111
H 7.1325 0.4305 -2.7414
H 5.8826 2.2661 -1.5954
H 3.4943 2.1100 -1.2190
H 3.4726 -1.7671 -3.1839
H 5.8814 -1.5891 -3.5011
H 1.6048 -2.8974 -0.7471
H 2.1213 -3.8488 1.4627
H 2.3908 -2.3717 3.4286
H 2.1250 0.0810 3.1707
H 1.6182 1.0424 0.9639
H 1.9387 2.4369 -2.9866
H 0.5644 4.5025 -2.9442
H -1.5116 4.5522 -1.5942
H -2.2499 2.5613 -0.3768
Br -3.8302 -0.1578 -0.9646
C -4.5805 -0.1722 0.7817
C -5.9284 0.0192 0.8769
C -6.5406 0.0103 2.1460
C -5.7853 -0.1955 3.2607
C -4.3860 -0.3968 3.1698
C -3.6151 -0.6185 4.3365
C -2.2696 -0.8139 4.2437
C -1.6282 -0.7873 2.9883
C -2.3105 -0.5740 1.8051
C -3.7348 -0.3812 1.9007
H -6.5172 0.1722 -0.0169
H -7.6096 0.1643 2.2227
H -6.2446 -0.2091 4.2428
H -4.1191 -0.6316 5.2965
H -1.6832 -0.9899 5.1385
H -0.5563 -0.9396 2.9527
O 1.0655 -1.2379 -2.6795
S -0.5118 -1.7713 -2.8263
O -0.3416 -2.9714 -3.5800
O -0.8997 -2.0294 -1.4250
O -1.2135 -0.6835 -3.4251

Summary:
Charge: -1
HOMO level (spin up / spin down): -1.70 / -5.60 eV
2S+1: 5


The following is a DFT calculation (wB97M-V/def2-TZVPD) of a structure of composition C20H43O2P3Ru.

Geometry (Å):
Ru -0.0522 0.0326 -0.5050
P -1.6711 -1.4242 -0.1400
P 1.0685 -0.5798 1.3768
P 1.1642 -1.3167 -1.7999
H -1.1558 5.1797 -4.2668
C -1.1224 4.3132 -4.9165
C -2.1121 3.3769 -4.8336
H -2.8202 3.4985 -4.0017
C -3.0917 -0.5826 0.6087
C -1.4540 -2.8967 0.8830
C -2.3715 -2.0881 -1.6783
C 2.4808 0.5654 1.5913
C 0.1568 -0.4481 2.9571
C 1.8642 -2.2177 1.5616
C 0.5865 -1.2069 -3.5155
C 1.3150 -3.1249 -1.7232
C 2.8559 -0.6071 -1.8267
H -0.2501 4.2157 -5.5649
H -2.3719 2.7459 -5.7039
H -3.4276 0.1872 -0.0676
H -2.7907 -0.1153 1.5346
H -3.8883 -1.2904 0.7916
H -1.2438 -2.6383 1.9228
H -0.6564 -3.5483 0.5220
H -2.3800 -3.4752 0.8621
H -2.4970 -1.2879 -2.4062
H -3.3527 -2.5117 -1.4629
H -1.7579 -2.8836 -2.1035
H 3.0615 0.3194 2.4938
H 2.1011 1.5904 1.6664
H 3.1268 0.5477 0.7062
H 0.7008 -0.9521 3.7798
H -0.8474 -0.8840 2.8590
H -0.0102 0.6142 3.1823
H 2.9740 -2.1345 1.5895
H 1.6294 -2.8781 0.7083
H 1.4769 -2.7472 2.4620
H 1.0264 -1.8949 -4.2471
H 0.9530 -0.2239 -3.7900
H -0.5015 -1.2244 -3.6078
H 1.3655 -3.5294 -2.7432
H 0.4213 -3.5544 -1.2505
H 2.2353 -3.4024 -1.1941
H 3.3606 -0.7813 -2.7872
H 3.4534 -1.0655 -1.0271
H 2.8026 0.4780 -1.6587
C -0.8734 2.4109 -2.6950
C 0.4508 3.0020 -2.8313
C 1.3260 2.5435 -3.8195
C 0.9902 1.6062 -4.7940
C -0.3757 1.2143 -4.8880
C -1.3214 1.7542 -4.0189
O -1.5149 2.4845 -1.6248
H 0.3785 1.5974 -1.0084
H 0.7358 3.7453 -2.0645
H 2.3654 2.8771 -3.7393
H 1.7949 1.2151 -5.4467
H -0.7368 0.4213 -5.5633
H -2.3339 1.3290 -4.0896
C 0.1038 3.7825 0.8920
C -0.9950 2.9174 1.4168
C -2.1122 3.6144 2.1604
O -1.0110 1.6764 1.2371
H 0.5256 4.4707 1.6456
H -0.2773 4.3605 0.0336
H 0.8952 3.1194 0.5278
H -2.6180 4.3467 1.5201
H -2.8562 2.8859 2.4832
H -1.7440 4.1474 3.0423

Summary:
Charge: +4
HOMO level (spin up / spin down): -20.57 / -21.12 eV
2S+1: 5


ΔE to the lowest compared entry with this formula, charge and spin in kJ/mol, matching the order above: 209.4; 0.0; 398.9
Largest force on an atom in eV Å⁻¹, matching the order above: 2.885; 0.464; 3.148